Record 1
{
  "formula": "C4H7NO",
  "method": "wB97M-V/def2-TZVPD",
  "species": ["C", "C", "O", "C", "C", "N", "H", "H", "H", "H", "H", "H", "H"],
  "coordinates": [[0.1830, -0.2752, 2.0013], [-0.0961, -0.5595, 0.5341], [-0.3316, -1.6891, 0.1496], [-0.1590, 0.5897, -0.4364], [0.4342, 0.4318, -1.8060], [-0.9956, 0.3880, -1.6215], [-0.7098, -0.5363, 2.5821], [0.4378, 0.7679, 2.2086], [0.9924, -0.9203, 2.3574], [-0.2261, 1.5771, 0.0169], [0.9569, -0.4955, -2.0377], [0.8062, 1.3099, -2.3334], [-1.2923, -0.5885, -1.6150]],
  "forces_ev_per_a": [[0.0394, 0.0374, -0.0184], [-0.0757, -0.2718, -0.1370], [0.1575, 0.3811, 0.1450], [-0.0759, 0.0781, 0.2209], [0.2518, 0.0018, -0.0916], [-0.1862, -0.1202, -0.0017], [0.1192, 0.0339, -0.1621], [-0.0347, -0.1503, -0.1464], [-0.1249, 0.0589, -0.1415], [0.0779, -0.1309, -0.1762], [-0.1055, 0.1170, 0.2190], [-0.0493, -0.1340, 0.2507], [0.0064, 0.0991, 0.0393]],
  "gap_ev": 10.854,
  "de_lowest_kcal_mol": 39.0,
  "lumo_energy_ev": 1.0,
  "homo_ev": -9.86,
  "smiles": "CC(=O)[C@H]1CN1",
  "charge": 0
}

Record 2
{
  "formula": "C5H11O2",
  "method": "wB97M-V/def2-TZVPD",
  "species": ["C", "C", "H", "H", "H", "H", "H", "H", "C", "C", "C", "O", "O", "H", "H", "H", "H", "H"],
  "coordinates": [[0.2781, -2.8704, 0.4166], [-0.7394, -2.9176, -0.7011], [1.2923, -2.9273, 0.0208], [0.3070, -1.8820, 0.8818], [0.1456, -3.5830, 1.2357], [-0.7726, -1.9406, -1.1852], [-1.7628, -3.0711, -0.3301], [-0.4925, -3.6286, -1.4789], [0.7618, 2.5106, 0.2163], [-0.6568, 2.9553, 0.5128], [0.7513, 1.1509, -0.5317], [0.2974, 1.1656, -1.7002], [1.1718, 0.1671, 0.1305], [1.2271, 3.2859, -0.3828], [1.3556, 2.4299, 1.1281], [-0.7139, 3.9184, 1.0307], [-1.2091, 2.2348, 1.1390], [-1.2410, 3.0020, -0.4022]],
  "forces_ev_per_a": [[0.5705, 0.6399, 0.5308], [-0.5360, 0.6580, 0.1203], [0.0381, -0.3497, -0.0161], [-0.2886, 0.0246, -0.0925], [-0.0478, -0.3295, -0.3189], [0.1820, 0.0718, -0.0576], [0.2183, -0.2859, -0.1004], [-0.1107, -0.4383, -0.0563], [-0.0138, -0.0436, 0.1316], [-0.7105, -0.2460, 0.4632], [0.1775, -0.1564, 0.0590], [0.0426, 0.0409, 0.2240], [-0.1027, 0.1847, -0.2071], [0.1769, 0.0717, -0.4083], [-0.1065, -0.1473, 0.0918], [0.0644, 0.0490, -0.1009], [0.3694, 0.0565, -0.0107], [0.0768, 0.1996, -0.2519]],
  "gap_ev": 8.218,
  "de_lowest_kcal_mol": 3.9,
  "lumo_energy_ev": 4.2,
  "homo_ev": -4.02,
  "charge": -1
}

Record 3
{
  "formula": "C40H33BrMoN11O2S2",
  "method": "wB97M-V/def2-TZVPD",
  "species": ["Mo", "N", "C", "S", "N", "N", "C", "C", "C", "C", "C", "C", "C", "C", "C", "C", "C", "C", "N", "H", "H", "H", "H", "H", "H", "H", "H", "H", "H", "H", "N", "C", "C", "C", "C", "C", "C", "S", "O", "O", "N", "C", "N", "C", "C", "C", "N", "H", "H", "H", "H", "H", "H", "H", "H", "H", "C", "C", "C", "C", "C", "C", "N", "N", "C", "C", "C", "C", "C", "C", "H", "H", "H", "H", "H", "H", "H", "H", "H", "Br", "C", "C", "C", "C", "N", "C", "H", "H", "H", "H"],
  "coordinates": [[0.4084, -1.0549, -0.0810], [-1.0654, 2.0746, 2.9504], [0.1508, 1.6151, 2.4839], [1.2791, 1.1055, 3.6328], [0.2199, 1.7508, 1.1659], [0.7986, 1.0782, 0.1879], [1.1637, 1.7598, -0.8697], [1.2386, 3.2314, -0.8581], [0.5789, 3.9782, -1.8316], [0.6486, 5.3626, -1.8133], [1.3788, 6.0077, -0.8258], [2.0312, 5.2679, 0.1521], [1.9561, 3.8856, 0.1425], [1.4010, 0.9907, -2.0812], [2.0414, 1.5549, -3.1849], [2.2230, 0.8041, -4.3262], [1.7556, -0.5029, -4.3534], [1.1579, -1.0131, -3.2232], [0.9832, -0.3003, -2.0983], [-1.0671, 2.3669, 3.9131], [-1.5672, 2.6605, 2.2976], [-0.0185, 3.4761, -2.5823], [0.1235, 5.9373, -2.5647], [1.4333, 7.0886, -0.8117], [2.5939, 5.7691, 0.9290], [2.4537, 3.3098, 0.9125], [2.3885, 2.5746, -3.1193], [2.7200, 1.2330, -5.1861], [1.8501, -1.1272, -5.2297], [0.7880, -2.0234, -3.2130], [-7.6949, 1.5502, 1.2677], [-6.4757, 1.3707, 0.6791], [-5.2970, 1.4893, 1.4335], [-4.0683, 1.3030, 0.8390], [-3.9928, 0.9721, -0.5090], [-5.1473, 0.8466, -1.2686], [-6.3785, 1.0467, -0.6813], [-2.4352, 0.8069, -1.2699], [-2.6092, 0.3288, -2.6127], [-1.6625, 1.9910, -1.0503], [-1.6679, -0.3915, -0.3928], [-2.2489, -1.5944, -0.1686], [-3.5112, -1.9695, -0.3544], [-3.8009, -3.2006, 0.0430], [-2.8742, -4.0859, 0.5997], [-1.5685, -3.6542, 0.6598], [-1.2717, -2.4190, 0.2614], [-7.7555, 1.9117, 2.2004], [-8.5238, 1.5967, 0.7056], [-5.3578, 1.7408, 2.4855], [-3.1620, 1.4086, 1.4269], [-5.0731, 0.5812, -2.3146], [-7.2796, 0.9520, -1.2750], [-4.8302, -3.5128, -0.1000], [-3.1578, -5.0745, 0.9255], [-0.7503, -4.2733, 1.0055], [5.5158, 1.7749, 0.4172], [4.6041, 1.5454, 1.4381], [3.6406, 0.5566, 1.3078], [3.6260, -0.2066, 0.1608], [4.5352, -0.0026, -0.8707], [5.4781, 1.0045, -0.7373], [2.6513, -1.2596, -0.0087], [3.1967, -2.3300, -0.3540], [2.3057, -3.3028, -0.8083], [2.8501, -4.5128, -1.2338], [2.0324, -5.4076, -1.8970], [0.7113, -5.0528, -2.1526], [0.1871, -3.8474, -1.7001], [0.9675, -2.9435, -0.9776], [6.2564, 2.5578, 0.5177], [4.6232, 2.1386, 2.3440], [2.9233, 0.4058, 2.1036], [4.4920, -0.6132, -1.7630], [6.1871, 1.1838, -1.5348], [3.9002, -4.7116, -1.0644], [2.4206, -6.3559, -2.2422], [0.0765, -5.7271, -2.7143], [-0.8480, -3.6216, -1.9292], [2.9093, -3.0603, 4.9172], [1.3992, -2.3058, 4.0983], [0.2485, -2.0366, 4.8176], [-0.8166, -1.4550, 4.1525], [-0.7001, -1.1767, 2.8077], [0.4100, -1.4626, 2.1102], [1.4487, -2.0068, 2.7501], [0.1963, -2.2584, 5.8747], [-1.7266, -1.1934, 4.6724], [-1.4984, -0.6874, 2.2663], [2.3432, -2.2118, 2.1824]],
  "forces_ev_per_a": [[-0.5626, -0.3129, 0.0253], [0.0534, 0.0182, -0.0821], [0.1775, -0.0670, -0.1761], [0.1761, 0.3535, 0.0925], [-0.6975, 0.2002, -0.0169], [0.4241, -0.1656, 0.1819], [-0.0214, -0.0241, 0.3028], [0.0036, 0.0228, 0.0003], [-0.0129, 0.0143, -0.0315], [0.0022, -0.0200, 0.0074], [0.0133, 0.0164, 0.0226], [0.0020, 0.0115, 0.0007], [0.0145, -0.0263, -0.0110], [0.1286, -0.0507, -0.1525], [-0.0757, -0.0443, 0.1093], [-0.0069, -0.0194, -0.0230], [0.0017, 0.0286, 0.0195], [-0.1191, 0.0534, -0.0020], [0.0366, 0.2072, 0.2102], [0.0217, 0.0608, 0.0502], [0.0189, 0.0567, 0.0279], [0.0037, -0.0027, 0.0180], [0.0006, -0.0042, 0.0006], [0.0006, -0.0082, -0.0043], [-0.0054, -0.0002, -0.0118], [-0.0023, -0.0217, -0.0039], [0.0056, 0.0092, -0.0040], [-0.0048, -0.0081, -0.0044], [0.0066, 0.0113, -0.0070], [-0.0130, -0.0478, 0.0010], [-0.0134, -0.1084, 0.0182], [0.0287, 0.0419, -0.0135], [0.0044, -0.0080, -0.0134], [0.0393, -0.0134, 0.0644], [-0.0017, 0.1610, 0.0173], [-0.0033, -0.0961, -0.0131], [-0.0019, 0.0029, 0.0076], [-0.0125, -0.1813, -0.1957], [-0.0436, -0.0371, 0.0155], [0.0675, 0.0037, -0.0402], [0.1355, 0.0561, 0.1257], [0.1567, -0.1066, -0.3104], [0.0390, 0.0873, 0.1080], [-0.0215, -0.0312, -0.0036], [0.0468, 0.0099, -0.0076], [-0.0988, 0.1081, 0.0695], [0.1128, -0.0118, -0.0070], [0.0006, 0.0423, 0.0134], [-0.0032, 0.0308, -0.0198], [-0.0073, 0.0015, -0.0065], [-0.0486, -0.0326, -0.0493], [0.0177, 0.0134, 0.0119], [0.0014, 0.0056, 0.0152], [0.0094, 0.0202, 0.0054], [-0.0065, 0.0051, -0.0117], [0.0017, -0.0082, 0.0026], [0.0098, 0.0476, 0.0380], [-0.0192, 0.0019, 0.0024], [0.1569, 0.0777, 0.0345], [-0.0613, -0.0794, -0.1122], [0.0328, 0.1372, 0.0500], [-0.0117, -0.0460, -0.0529], [0.2193, 0.0097, 0.0217], [-0.0789, -0.0223, -0.0385], [0.1288, 0.0991, -0.0884], [-0.0456, -0.0439, -0.0337], [0.0335, 0.0140, 0.0188], [-0.0235, -0.0216, -0.0275], [-0.0378, -0.0180, 0.0704], [-0.0117, 0.0183, 0.0927], [-0.0068, -0.0113, 0.0004], [0.0217, -0.0006, -0.0168], [-0.0716, -0.0131, -0.0170], [-0.0094, -0.0196, -0.0022], [-0.0034, 0.0015, 0.0029], [-0.0036, 0.0133, 0.0007], [-0.0010, 0.0091, 0.0014], [0.0019, 0.0082, 0.0087], [0.0025, -0.0013, -0.0036], [0.0165, -0.0021, 0.0073], [-0.0540, 0.0009, -0.0272], [-0.0349, -0.0435, 0.0031], [-0.0166, -0.0716, -0.0416], [0.0405, -0.0524, 0.0318], [-0.1020, -0.0850, -0.2729], [-0.0383, -0.1001, 0.0192], [0.0062, 0.0015, -0.0074], [0.0046, -0.0025, 0.0079], [-0.0184, 0.0012, 0.0148], [0.0057, -0.0031, -0.0076]],
  "gap_ev": [6.060, 5.280],
  "de_lowest_kcal_mol": 31.6,
  "multiplicity": 3,
  "lumo_energy_ev": [-3.5, -4.4],
  "homo_ev": [-9.58, -9.65],
  "charge": 1
}